{"formula": "C48H59N7O2PdS", "method": "wB97M-V/def2-TZVPD", "species": ["Pd", "C", "C", "C", "C", "C", "C", "C", "N", "C", "N", "C", "C", "C", "C", "C", "C", "C", "N", "C", "C", "C", "C", "C", "C", "C", "H", "H", "H", "H", "H", "H", "H", "H", "H", "H", "H", "H", "H", "H", "H", "H", "H", "H", "H", "H", "H", "H", "C", "C", "C", "C", "N", "C", "S", "N", "C", "C", "C", "C", "H", "H", "H", "H", "H", "H", "H", "H", "H", "H", "H", "H", "H", "H", "H", "H", "H", "H", "H", "H", "C", "C", "C", "C", "C", "C", "N", "C", "C", "C", "C", "C", "C", "C", "O", "O", "C", "C", "H", "H", "H", "H", "H", "H", "H", "H", "H", "H", "H", "H", "H", "H", "C", "C", "N", "H", "H", "H"], "xyz": [[0.26325, 1.85461, 0.55496], [4.87575, 3.52791, 2.96156], [5.77875, 2.34181, 3.10906], [6.82935, 2.37911, 4.01676], [7.72445, 1.33131, 4.13466], [7.57935, 0.21161, 3.33426], [6.53375, 0.14581, 2.43576], [5.62455, 1.19501, 2.31986], [4.61225, 1.10631, 1.35586], [3.24995, 1.26211, 1.55276], [2.85695, 1.25451, 2.84266], [1.60595, 1.48771, 3.44926], [0.49635, 1.93221, 2.73226], [-0.66845, 2.22001, 3.43386], [-0.74845, 2.03761, 4.80516], [0.34875, 1.55431, 5.49296], [1.54075, 1.28541, 4.83986], [2.72315, 0.79211, 5.63486], [2.46905, 1.34951, 0.53116], [2.98065, 1.32861, -0.77354], [3.12305, 0.10471, -1.43414], [3.56065, 0.05591, -2.74634], [3.86615, 1.22961, -3.41494], [3.72575, 2.44301, -2.76314], [3.28625, 2.51951, -1.45094], [3.12725, 3.84411, -0.77614], [5.42905, 4.44011, 3.17166], [4.03425, 3.47801, 3.65206], [4.47455, 3.58381, 1.95336], [6.95565, 3.26171, 4.62706], [8.53925, 1.39491, 4.83976], [8.27675, -0.61059, 3.41426], [6.41155, -0.72709, 1.80856], [4.85465, 0.64831, 0.48736], [3.60345, 1.08291, 3.50066], [-1.53695, 2.61031, 2.91256], [-1.66315, 2.26711, 5.33536], [0.28265, 1.38791, 6.55956], [2.43225, 0.63121, 6.67116], [3.54295, 1.51341, 5.62826], [3.09525, -0.15759, 5.24976], [2.88775, -0.80409, -0.89284], [3.66365, -0.89719, -3.24574], [4.21125, 1.20091, -4.43754], [3.94555, 3.36061, -3.28714], [2.93225, 4.62301, -1.51024], [4.03425, 4.11291, -0.22964], [2.29605, 3.81021, -0.06974], [-1.64795, 2.68041, -5.45734], [-2.70575, 1.61101, -5.21544], [-3.64275, 1.93171, -4.04954], [-2.93135, 1.97051, -2.69494], [-2.17175, 0.76671, -2.47584], [-0.86825, 0.74451, -2.16864], [0.05275, 2.15541, -2.11004], [-0.24485, -0.43769, -2.03764], [-0.86895, -1.73939, -2.12194], [-1.11765, -2.17609, -3.57234], [-1.98075, -3.43329, -3.64264], [-2.19125, -3.88719, -5.08264], [-1.05755, 2.42861, -6.33594], [-0.97125, 2.76081, -4.61014], [-2.11525, 3.64861, -5.62684], [-2.20825, 0.65811, -5.02604], [-3.30925, 1.49181, -6.11824], [-4.43685, 1.18091, -4.01704], [-4.11145, 2.90301, -4.21394], [-3.66175, 2.08951, -1.88664], [-2.22415, 2.80111, -2.65644], [-2.69925, -0.08869, -2.38624], [0.72225, -0.37439, -1.74464], [-1.81745, -1.73949, -1.57034], [-0.21365, -2.46149, -1.63204], [-0.15865, -2.35919, -4.05974], [-1.61395, -1.36839, -4.11504], [-2.95055, -3.22929, -3.18234], [-1.51165, -4.23509, -3.06874], [-2.65025, -3.09419, -5.67064], [-2.84015, -4.75969, -5.11904], [-1.23985, -4.14749, -5.54184], [-4.50695, -5.95209, -1.53614], [-3.22655, -5.51889, -0.88374], [-2.11295, -6.34419, -0.96024], [-0.90805, -5.96119, -0.39614], [-0.82155, -4.75819, 0.27076], [-1.93545, -3.92339, 0.38576], [-1.75835, -2.71799, 1.05146], [-2.66265, -2.05779, 1.84656], [-3.58365, -2.75209, 2.63666], [-4.46305, -2.07269, 3.45276], [-4.45175, -0.68559, 3.49486], [-3.54905, 0.01031, 2.71376], [-2.64505, -0.65219, 1.89416], [-1.68925, 0.15501, 1.08486], [-2.03015, 1.30531, 0.71876], [-0.56375, -0.34739, 0.78036], [-3.14585, -4.28979, -0.22664], [-4.33565, -3.37439, -0.21804], [-4.42585, -6.97679, -1.88904], [-4.73165, -5.31649, -2.39364], [-5.34345, -5.88679, -0.84294], [-2.18565, -7.29449, -1.47154], [-0.04415, -6.60579, -0.46674], [0.10755, -4.44239, 0.71996], [-0.94265, -2.14669, 0.82816], [-3.58815, -3.83219, 2.60106], [-5.16365, -2.62409, 4.06196], [-5.14705, -0.15619, 4.12586], [-3.52955, 1.08851, 2.71756], [-4.03905, -2.34199, -0.05144], [-5.03235, -3.64549, 0.57726], [-4.87205, -3.42969, -1.16294], [-2.32195, 5.27361, 0.56876], [-1.05545, 4.59931, 0.58286], [-0.03695, 4.06041, 0.59086], [-2.87995, 4.95571, -0.31154], [-2.17325, 6.35351, 0.53746], [-2.88595, 5.00841, 1.46176]], "forces_ev_per_a": [[0.5012, -0.6009, 0.7077], [0.0325, 0.0401, 0.0513], [-0.0568, -0.0078, -0.0968], [0.0556, -0.1294, 0.0284], [0.0345, 0.0560, 0.0997], [0.0990, -0.0540, -0.0146], [-0.0839, -0.0583, -0.0298], [0.3034, -0.0149, 0.3719], [-0.0861, -0.0902, -0.4026], [0.2124, -0.1796, -0.1432], [0.4150, -0.1739, 0.1506], [-0.7550, 0.3356, 0.0607], [-0.1451, -0.2409, -0.6814], [0.1404, 0.0995, 0.2413], [-0.1355, 0.0775, -0.0179], [-0.0134, 0.0066, 0.0165], [0.1363, 0.0006, -0.0308], [-0.1565, 0.0161, -0.1035], [-0.8327, 0.2889, 0.1668], [0.5309, -0.1016, -0.4787], [0.0317, 0.2248, 0.2574], [0.0439, -0.0259, -0.1339], [0.0024, -0.0651, -0.0099], [-0.0419, -0.1183, 0.0466], [0.0588, -0.2416, 0.1490], [-0.1163, -0.0286, 0.1550], [0.0045, 0.0839, 0.0063], [-0.1067, 0.0565, 0.0047], [-0.0840, 0.0738, -0.0590], [0.0126, 0.1037, 0.0508], [0.0649, -0.0030, 0.0730], [0.0187, -0.0275, -0.0201], [-0.0528, -0.0590, -0.0308], [-0.0604, 0.1698, 0.0666], [-0.0197, -0.0618, -0.1689], [0.0149, -0.1173, -0.1014], [-0.0651, -0.0150, 0.0487], [0.0446, -0.0113, 0.0888], [0.0395, 0.0251, 0.0168], [0.1443, 0.0133, 0.0219], [0.1160, -0.0863, -0.0330], [-0.0483, -0.0669, 0.0501], [0.0069, -0.0716, -0.0291], [0.0033, -0.0086, -0.0950], [0.0430, 0.1394, -0.0910], [0.0071, 0.0793, -0.0217], [0.0001, 0.0369, 0.0379], [0.1293, 0.1242, -0.0355], [-0.0799, -0.1811, -0.0027], [-0.1112, 0.1897, 0.0106], [0.2437, -0.2189, 0.0019], [-0.3679, 0.3409, -0.1636], [0.1470, -0.4856, 0.3685], [0.2080, -0.4795, -0.6544], [0.4037, 0.4145, 0.3372], [-0.1243, 0.2021, 0.0085], [-0.1863, -0.0017, -0.3821], [-0.1534, -0.1985, 0.3744], [0.1619, 0.1520, -0.2428], [-0.0354, -0.0174, 0.2691], [0.0884, 0.0480, -0.0689], [0.0797, 0.0725, 0.0456], [-0.0199, 0.1556, -0.0232], [-0.0520, -0.0691, -0.0653], [-0.0012, -0.0828, -0.0067], [-0.1049, 0.0253, 0.0031], [-0.1282, 0.0385, 0.0023], [0.1068, 0.0596, -0.0190], [-0.1710, -0.1169, 0.0730], [0.0703, -0.0331, -0.0272], [-0.2431, 0.0787, -0.0803], [0.0859, -0.0627, 0.1127], [-0.0967, 0.0486, 0.0874], [0.0602, 0.0740, -0.0665], [0.0559, 0.0502, -0.0606], [-0.0451, -0.0278, 0.1277], [-0.0434, -0.0374, 0.1229], [-0.0377, 0.0497, -0.1072], [-0.0374, -0.0860, -0.0873], [0.0682, -0.0322, -0.1081], [0.0801, 0.0414, -0.0126], [0.1204, -0.2050, 0.0260], [0.0018, -0.1017, -0.0200], [-0.0020, 0.0651, -0.0832], [-0.0258, 0.0182, -0.0307], [-0.0350, -0.3633, -0.1278], [0.4436, 0.3048, -0.2200], [-0.1340, 0.2549, 0.3883], [0.0894, -0.0535, -0.0332], [0.0088, 0.0690, -0.0726], [-0.0785, 0.0652, 0.0300], [-0.0296, -0.0827, -0.0068], [-0.1322, -0.1307, 0.1027], [-0.1359, -0.2684, -0.3096], [0.0754, 0.4398, 0.1872], [0.2101, 0.2425, 0.1914], [0.0885, 0.1088, 0.1259], [0.0387, -0.0039, -0.1062], [-0.0280, -0.0639, -0.0263], [-0.1137, 0.0213, -0.0702], [-0.1195, -0.0013, -0.0016], [-0.0472, -0.0584, -0.0368], [0.0749, -0.0429, -0.0137], [0.1035, 0.0222, 0.1431], [-0.1234, -0.1686, 0.0165], [0.0219, -0.0949, 0.0226], [-0.0599, -0.0821, 0.0616], [-0.0746, 0.0816, 0.1052], [0.0138, 0.1164, 0.0057], [-0.0801, 0.0251, -0.0415], [-0.0943, 0.0849, 0.0047], [-0.0489, -0.0222, -0.0824], [-0.5284, 0.2136, -0.0254], [1.2349, -0.3769, 0.0656], [-0.7657, 0.6927, -0.0792], [-0.0328, 0.0327, 0.0103], [-0.0249, -0.0613, -0.0021], [-0.0193, 0.0204, -0.0040]], "mulliken_charge": [0.5431, -0.9251, 1.5089, -0.8513, -0.6503, -0.6350, -0.9145, 0.0563, 0.4459, -0.8340, 0.2303, 0.5386, -0.4345, 0.4061, -1.0229, -0.8571, 1.2906, -1.5879, 0.7758, -1.2028, -0.1268, -0.6165, -0.8377, -0.8930, 1.5578, -1.5147, 0.5940, 0.2058, -0.1693, 0.4463, 0.4057, 0.3868, 0.4615, 0.2681, -0.0408, 0.2584, 0.4187, 0.3229, 0.3821, 0.2933, 0.3722, 0.7011, 0.4707, 0.4328, 0.4499, 0.4850, 0.2849, 0.1383, -1.0866, 0.2379, -0.9862, -1.0781, 0.5329, 0.2484, -0.5653, 0.9487, -1.0358, 0.3575, 0.4478, -1.6089, 0.3820, 0.1796, 0.3174, -0.3109, 0.4169, 0.3656, 0.4553, 0.2222, 0.5969, 0.0760, -0.4894, -0.2487, 0.6098, 0.3159, -0.6283, 0.1671, 0.0225, 0.3202, 0.4538, 0.3503, -1.8160, 1.2977, -0.8827, -0.9515, -0.8537, -0.6474, 0.2723, -0.3310, -0.5218, -0.6188, -1.0056, -0.3521, 0.5760, 1.3664, -0.8430, -1.4028, 1.9761, -2.0885, 0.4235, 0.3490, 0.3486, 0.3639, 0.4019, 0.6018, 0.1531, 0.6085, 0.4204, 0.4227, 0.4658, 0.2219, 0.5045, 0.5708, -1.1921, 0.6015, -0.3891, 0.2398, 0.3866, 0.3188], "spin_multiplicity": 3, "e_above_lowest_kcal_mol": 10.4, "s_squared": 2.01, "total_energy_ha": -2924.38235, "orbital_gap_ev": [6.9, 7.6], "e_homo_ev": [-6.26, -7.18]}